[1]
This record from the Open Molecules 2025 dataset describes 7 unconnected molecules or ions with the total composition C39H90FO3PS at a distorted geometry. The level of theory is ωB97M-V/def2-TZVPD.

Structure (XYZ):
```
135
C39H90FO3PS | the Open Molecules 2025 dataset | ωB97M-V/def2-TZVPD
H 7.34048 -0.54538 5.39870
H -7.28011 2.43694 3.65401
H 5.92334 -0.83137 3.42231
H -3.61727 1.25789 4.26313
H -6.16496 1.16593 7.59436
H 9.68492 2.95073 -2.53619
H 6.97727 1.37759 -4.79916
C -2.36678 -0.22565 -2.84849
C 8.39469 -3.80687 4.82077
H 0.00244 -1.68056 -2.30297
H 2.50297 -1.46798 -0.95680
H -9.35195 1.60065 4.76700
H -3.00111 4.93823 2.60548
H -1.57529 3.75187 -0.47402
H -3.37269 -3.42712 -1.84342
C -6.49484 0.78260 6.62173
C 5.20890 -0.46187 -2.53866
H 4.93940 -1.49892 -2.32346
C -4.31933 -2.57030 -3.55907
H 9.83815 0.59476 -4.02806
H 9.19338 4.58450 -3.01735
H -3.66234 -1.02948 -1.33917
H -10.88898 -3.02572 -3.80687
H -11.14831 -2.48247 -5.47416
H -7.60832 2.57135 6.21801
H 8.51494 2.67620 -6.19428
H -9.58104 -1.77513 -1.67887
H 7.35537 1.26340 2.91217
H -2.26595 -3.06846 -3.15225
H 9.54458 0.62651 -6.53240
C 9.91054 3.78109 -3.21006
H -4.11894 -1.87680 -4.37983
H 9.66972 -1.01585 -5.90230
C -2.79209 -1.36344 -1.91544
H 0.94844 -0.97562 -3.61467
H 8.66949 0.70106 3.96074
C -8.40489 1.06720 4.90275
H -1.36935 -1.37552 -4.39640
C -7.50530 1.36839 3.71194
H -8.57431 -0.92503 7.54904
S -3.39858 2.04600 1.88611
C -6.57920 -0.74332 6.69352
C 8.86135 0.39128 -4.47782
C 4.55960 0.37953 -0.22185
H 7.56364 -4.30624 5.32675
H -6.56196 0.82076 3.76908
C 1.68765 -0.42775 0.74135
H -9.08487 -0.92166 -5.38761
H -8.54165 1.33573 7.02954
H 9.31409 -4.34061 5.07487
H -2.13491 0.55390 3.42207
H -7.99973 1.07706 2.78193
C 9.86727 3.35293 -4.66957
H 8.24676 -3.89982 3.74201
H 7.79707 1.86480 -3.33372
C 4.36718 0.51770 -1.73286
H -7.54236 -2.33497 7.78889
H -8.99115 0.30713 -4.14761
H -11.30930 -0.11946 -4.68409
C 6.83980 -1.42858 3.49318
H -5.70865 1.05684 5.90975
C 2.69674 -1.38067 0.11655
C -8.17570 -0.16054 -1.44828
H 4.64386 1.53643 -2.02578
H 8.40993 -0.40871 -3.88103
H 4.80607 -1.75669 -0.02452
C -1.45900 4.26695 0.53762
H -8.27426 -0.13501 -0.36005
H -8.59203 -2.70322 -3.78179
C 4.14940 -0.97287 0.36810
H 4.00254 1.17924 0.27782
H -7.91417 -2.28305 -1.49956
H 10.90653 4.15226 -2.95416
H -1.22863 5.37863 0.36833
F 0.17811 2.27345 1.09983
H -11.02525 -0.62969 -3.03327
H -6.85486 -1.15843 5.71974
C -1.15966 -0.52824 -3.73604
C -9.28515 -0.73245 -4.32664
H 4.32862 -0.94600 1.44924
C -7.54893 -1.24230 7.75450
H 0.66996 -0.78617 0.56353
C 8.48654 2.86872 -5.11662
C 9.04979 -0.11563 -5.90098
C 7.96340 1.62623 -4.38976
C -10.78832 -0.86606 -4.07477
H -2.14485 0.65693 -2.23714
H -8.65324 0.00131 4.91526
H 3.31165 0.39914 -1.99740
H 8.69374 -2.31969 6.32892
O -2.68255 1.22091 0.82053
H 7.76326 3.68036 -4.97656
H 9.35919 -1.88308 4.76868
H -7.13881 0.08078 -1.69885
H 8.81650 -1.41466 2.59668
C -8.39826 -1.66405 -3.49517
H 8.08742 -0.36783 -6.35522
H 10.62106 2.58047 -4.84809
C -0.27196 3.58860 1.37027
H 1.76213 0.57677 0.31902
H 5.05846 -0.29676 -3.60882
C -11.33624 -2.24209 -4.42353
H -0.98319 0.33232 -4.39059
C 7.22479 -1.54687 4.97090
C -3.13489 -2.68240 -2.61084
H 7.53678 -0.82536 1.55641
H -2.00106 -1.54932 -1.18135
H -7.35243 -1.47068 -3.76026
P -3.15279 4.12589 1.43516
O -4.87104 1.66752 1.83079
H 0.35636 0.05728 -2.30516
C -2.76338 1.51561 3.54053
C -7.79789 1.49176 6.24094
H -8.81971 0.62258 -1.85629
H 2.53937 -2.37954 0.53824
H 1.83489 -0.35776 1.82337
H 6.27318 -0.33023 -2.32272
C -8.55603 -1.53603 -1.97911
H -5.21237 -2.22642 -3.02869
C 0.10675 -0.79832 -2.93960
O 0.29002 4.21075 2.29260
H -7.26728 -0.87376 8.74537
C 7.90585 -0.80844 2.58796
H 6.58242 -2.41893 3.10287
H -4.54509 -3.54568 -3.99870
H 10.15250 4.20828 -5.29168
C 8.49561 -2.35025 5.25211
H -5.58185 -1.13509 6.92190
H 5.61506 0.55452 0.01909
C 8.24528 0.62839 2.95612
H -2.10090 2.28505 4.06976
H 8.98152 1.03412 2.25705
H 6.38780 -2.00704 5.50894
H -3.21116 0.05734 -3.48625
H -12.41704 -2.27113 -4.26111
```

Output
SMILES string   CS(=O)(=O)PCC(=O)F.CCCCCC.CCCCCC.CCCCCC.CCCCCC.CCCCCC.CCCCCC
E_tot   -2605.00092 a.u.
Orbital gap   10.22 eV
Molar mass   689.2 g mol⁻¹

[2]
This record from the Open Molecules 2025 dataset describes a molecular structure, C39H91F6N5NiO17P at a distorted geometry. The level of theory is ωB97M-V/def2-TZVPD.

Structure (XYZ):
```
160
C39H91F6N5NiO17P | the Open Molecules 2025 dataset | ωB97M-V/def2-TZVPD
H 10.56498 0.06285 25.06688
H 14.25865 1.56362 27.01969
C 9.83278 13.09283 16.04115
H 12.58815 -2.00676 24.43348
F 14.49684 3.82137 24.66823
H 20.45903 8.76879 26.18425
O 17.13728 5.45845 21.19095
H 15.80356 0.63205 26.97360
H 18.67851 7.12576 27.50947
H 16.55927 -0.41650 31.96846
H 15.25842 10.13273 25.69946
O 15.71906 2.34125 28.19317
H 17.67197 11.67233 21.95580
H 15.67731 8.80550 20.35112
C 21.23481 6.30151 24.92222
C 11.71772 -4.46073 24.60424
C 15.85214 1.07039 23.91068
H 14.06213 -0.64118 31.05074
H 14.18347 7.07294 26.98779
N 15.72615 0.90662 22.41279
O 12.25033 -0.45236 25.93693
C 11.54410 1.90272 25.63865
H 12.94317 2.34151 18.12592
H 12.17520 2.08361 22.06035
H 18.65479 -3.33235 32.01691
H 13.53161 4.00481 19.18978
O 11.30188 11.46874 19.87601
N 12.34898 2.58917 20.04843
H 17.09736 8.09564 20.97965
H 13.48283 9.11960 23.95072
H 16.15474 1.41309 20.52438
O 17.17956 9.85582 24.77563
H 15.56662 -1.76331 32.58746
H 11.58629 13.49554 18.22305
C 15.10130 1.18450 27.59788
P 15.07886 5.22205 24.12497
H 16.60523 10.58295 27.39202
C 15.09333 6.83719 18.56708
F 15.79185 5.52122 25.52237
C 10.34007 12.55931 19.62469
H 21.55166 6.46841 25.95171
C 14.94631 -0.19818 21.96193
H 18.53504 7.98970 23.87080
H 14.86816 3.79535 26.99028
H 19.76045 9.39831 24.75725
C 10.40430 3.95729 25.22212
C 12.36227 1.88463 18.94202
H 12.00903 0.35155 24.09859
Ni 18.44427 4.39565 22.40605
H 11.35037 8.35208 21.21895
C 14.40481 0.24017 28.63383
H 12.57639 6.38421 27.21368
C 16.52192 9.51698 27.18022
C 11.52165 2.30946 21.21775
C 16.46806 8.10232 20.08969
H 16.91611 6.89156 27.80275
C 12.64243 -1.73786 25.48839
H 14.07407 -0.39250 22.58606
C 14.98986 -1.03176 30.63258
H 20.94256 5.28218 24.66990
O 10.62194 2.58628 24.88002
H 17.48703 7.32817 26.23579
H 20.19333 11.67674 21.79561
O 17.19545 2.53085 21.95549
H 14.66500 -0.00721 20.92631
C 11.99525 -2.88927 26.40089
H 10.92538 -2.70581 26.49997
H 15.57964 -1.08500 21.98533
C 17.89219 11.06484 22.83361
H 13.71730 -1.72357 25.66880
O 12.50252 9.67446 22.17126
C 16.27186 5.59296 20.28062
H 15.79105 4.77793 19.71780
H 15.84503 2.14221 24.10878
C 16.12267 9.46909 25.67178
H 14.02835 3.51997 20.86971
O 17.07173 -2.29571 31.34322
C 16.09202 -1.36882 31.71772
C 14.41873 7.10119 30.00559
O 11.52167 8.57025 28.35417
C 10.79052 10.29799 20.48981
H 18.34539 -1.88428 32.96474
F 14.50157 5.01770 22.63951
H 17.06474 8.46103 19.25100
H 9.64177 12.38575 15.23390
C 20.23452 10.79462 22.43457
H 12.46747 -2.83470 27.38178
H 10.85908 1.45360 21.08886
H 16.70867 0.58876 24.38235
O 15.40620 -0.14935 29.59396
H 9.83041 4.49714 24.46892
H 13.89378 -0.52287 28.04670
H 12.08399 -3.80011 23.81841
C 12.44820 8.32480 29.20731
H 14.42707 6.02716 30.19132
H 21.00206 10.13668 22.02702
H 17.22256 -3.27445 33.13255
C 16.38619 1.62867 21.57896
C 15.84186 3.48733 27.37125
F 15.51786 6.69398 23.66870
F 16.46611 4.53267 23.68432
H 14.03267 5.70707 27.98262
H 16.52784 9.33844 22.80297
C 10.51950 13.28790 18.30635
H 12.67098 4.62746 20.51032
H 15.80646 8.46956 25.37336
N 20.19042 7.33580 24.71678
H 10.63174 -4.48511 24.51396
H 14.71475 -1.94673 30.10793
H 10.08319 9.84559 19.79475
O 12.22299 -4.18671 25.85319
F 13.66859 5.88926 24.59152
H 11.25359 2.00845 26.68389
H 9.30301 12.23237 19.70027
H 11.98954 -5.50197 24.43092
H 15.66760 9.05297 27.67310
H 8.90607 13.64766 16.18765
H 13.56463 0.75326 29.10173
C 16.76701 10.20801 23.41514
H 21.46648 9.04770 24.74640
C 13.40419 8.78977 22.91480
C 11.58126 0.45582 25.09570
H 20.51426 11.25851 23.38043
N 15.95082 6.82462 19.76798
N 13.39308 7.32346 29.03927
H 10.50362 13.22541 20.47185
C 20.50364 8.67790 25.09896
H 12.62040 9.03142 20.15159
H 12.48009 2.42776 25.44798
H 9.93897 3.98713 26.20735
H 14.35065 7.67633 30.92899
H 10.63681 13.70066 15.62621
C 19.02956 7.03686 24.11524
H 22.05274 6.51855 24.23522
O 18.93288 10.23011 22.37677
H 14.85359 5.80155 18.32608
H 15.72837 7.18779 17.75351
O 17.71397 8.90593 27.51600
H 14.23944 7.46772 18.81488
O 18.67507 5.90734 23.73713
C 17.86623 -2.71790 32.45134
H 15.90627 10.87392 23.47674
C 17.67355 7.49068 27.29734
H 12.99543 7.78073 22.96821
H 16.34150 4.29578 27.90497
H 18.14264 11.82740 23.57109
C 11.87202 9.25822 20.91092
H 16.51417 3.11042 26.60052
H 14.40803 8.89189 22.50253
H 15.39916 7.36785 29.61094
H 11.36324 4.47374 25.26470
H 9.88363 14.17304 18.32360
O 11.73720 0.80944 18.86959
H 12.54126 8.83492 30.17856
C 13.51047 6.62714 27.72021
O 10.10220 12.48068 17.27529
C 13.20129 3.73010 20.19154
H 10.29534 10.56671 21.42291
H 11.06515 3.23781 21.56109
H 14.98563 0.74481 24.48623
```

Output
Multiplicity   3
Relative energy (zero: lowest compared OMol25 entry of this formula, charge and spin)   48.52 kcal per mole
Expectation value of S²   2.00
E_tot   -5541.89451 a.u.
Total charge   +1
Orbital gap (alpha / beta)   5.67 / 4.25 eV
Molar mass   1105.8 g mol⁻¹

[3]
This record from the Open Molecules 2025 dataset describes a molecular structure, C39H92ClFGa at a distorted geometry. The level of theory is ωB97M-V/def2-TZVPD.

Structure (XYZ):
```
134
C39H92ClFGa | the Open Molecules 2025 dataset | ωB97M-V/def2-TZVPD
H 0.89223 -1.46952 -2.06168
H -7.41676 8.13617 1.69543
H 1.35654 0.69861 -2.59385
H -1.93188 -0.67612 -1.16547
C -7.58764 6.05384 2.23353
H -1.14092 1.63469 -1.07662
C 2.41218 -3.47456 -0.53634
H 1.44379 -7.01474 2.21447
H 4.39663 -6.21755 2.42554
H 0.81100 -4.79880 2.24738
H -6.52455 5.98878 2.49639
H 7.50464 5.39273 0.80003
C -0.85186 -0.48947 -1.21519
H 5.35242 4.24036 -3.11895
H -9.35205 3.94223 4.06776
H 6.73727 -5.55410 -1.79828
H -8.82434 7.34009 0.98645
H 5.51363 2.45434 -0.63317
H -1.24503 -3.69369 3.69191
C -5.06734 -5.77964 4.81077
H 6.94707 -6.08330 -5.58355
C 5.15947 3.32363 -2.55506
H 6.75582 7.37249 -1.41788
H -5.25186 -6.80307 4.46930
C -3.94739 5.05475 0.36477
H 0.86635 2.35950 -2.32035
H -5.06711 -3.77227 4.03300
H 6.98847 7.07328 1.04536
H 3.46996 -6.21528 0.93728
H -0.49003 -0.55491 -0.18310
H 1.06669 5.07406 -0.86915
C -0.72999 -1.68937 -3.45753
C 5.79565 -3.69912 -2.44090
C -2.75140 -4.98052 2.86383
C 5.35671 -5.46215 -4.28134
H -2.21006 4.08713 -1.73980
H 7.44565 -4.88037 -4.41081
H 5.34170 -5.06051 -0.81869
H 3.45543 -3.72914 -0.33042
H -4.07253 -5.74024 5.26329
H -1.58427 5.71352 -2.45836
H -2.13724 -1.54630 2.89096
H -2.16498 -5.19881 1.96260
H 2.94566 -4.47917 3.41247
H -3.54482 -2.34238 2.18198
C -8.03092 4.70195 1.66830
C -9.51834 4.60199 1.31212
H 4.08081 3.13916 -2.55266
H -7.20439 7.02279 0.33421
C -1.90143 5.19816 -1.44017
H -4.43569 -6.08864 2.12216
H -7.44450 4.48365 0.76707
H -0.24649 -2.51399 -3.99127
H 7.35973 -3.92560 -6.68939
H 4.74855 6.64769 -0.17416
H 4.76697 6.05181 -1.81867
C 0.83443 1.35263 -1.88695
H 1.09900 2.06028 0.14289
H -0.53705 -0.77263 -4.02141
H -9.74512 5.28654 0.48654
C -10.34686 3.90283 3.61524
H -4.46560 -4.39592 1.68207
C -2.49339 -2.48192 2.44774
H -5.79682 -5.54823 5.59402
H -1.80866 -1.87384 -3.45512
H -8.11952 6.27545 3.16334
H 3.73531 -3.93823 1.94834
H 7.24601 5.71161 -1.69138
C -0.19352 -1.60033 -2.03748
H -11.50953 4.83752 2.08205
C 1.45229 -4.35916 0.24362
C 1.57719 1.37184 -0.56099
H -11.07633 4.13423 4.39849
H 4.48379 -3.48923 -4.13173
H 2.24769 -3.59766 -1.61172
C 6.62775 -5.16235 -5.08020
C 4.81379 -4.28869 -3.45825
H 2.25779 -2.41985 -0.28874
H 3.95759 4.33688 -0.26300
C -7.77291 7.20055 1.25222
H 6.15184 -3.12473 -5.68078
H -0.37584 -2.55866 -1.53564
H -10.53138 2.87940 3.27377
H 5.31694 -2.84153 -1.95303
H -3.24852 4.89809 1.29679
C -0.63163 0.93109 -1.74694
H 2.40381 -6.99016 3.70732
H 6.78170 3.54348 -1.15922
C 1.59849 -4.21297 1.76048
C 5.03761 4.52353 -0.31272
H -6.23001 -4.84495 3.27758
Cl -4.23975 6.82414 -1.96095
H 1.61517 0.37973 -0.10244
H -2.49345 -5.76428 3.58465
H -4.39095 4.06531 -0.08244
H 2.60885 1.70633 -0.71248
C 6.21306 -4.69470 -1.37094
H -0.58893 3.98937 0.95319
H -2.84001 -3.40701 4.35886
C 6.72389 6.36562 -0.98448
C -3.13991 5.99239 -0.71066
H 8.49832 6.71933 0.18998
H 5.39944 4.45809 0.71937
H -4.88903 5.69364 0.72551
C 5.25783 5.94409 -0.84447
C 3.39056 -6.05958 2.01872
H -2.64162 6.87029 -0.07941
F -0.24829 6.82619 0.96974
H -1.12250 1.03881 -2.72114
C 7.46666 6.38484 0.34148
C 6.43081 -4.08123 -6.13122
H 1.58596 -5.40230 -0.05728
H 2.82093 -8.10553 2.39640
H 1.40813 -3.16848 2.03717
H 5.64298 2.49900 -3.08880
Ga -0.31132 5.19458 -0.06418
H 5.54971 -6.31495 -3.62112
C -5.20421 -4.79384 3.66198
C 2.96415 -4.62040 2.32460
H 0.42596 -4.08897 -0.03413
H 5.65167 -4.36868 -6.84387
H -7.77296 3.91818 2.38912
C 5.69595 3.41267 -1.13502
C -4.23882 -5.08048 2.50765
H 6.88996 -4.21624 -0.65537
H -9.71521 3.59383 0.92664
C 2.45636 -7.09729 2.61929
C -2.30812 -3.62863 3.42906
C -10.48373 4.88863 2.46646
H -1.92487 -2.65968 1.52973
H 6.68408 -3.30629 -2.94730
H -10.34662 5.91019 2.83747
H 4.57129 -5.79159 -4.97296
H 3.91305 -4.62411 -2.92917
```

Output
E_tot   -4026.03514 a.u.
Total charge   -1
Orbital gap   7.25 eV
Molar mass   685.3 g mol⁻¹